C27H44AlF6OP2 as an isolated structure, computed with ωB97M-V/def2-TZVPD.

```
81
Properties=species:S:1:pos:R:3:lowdin_charge:R:1
Al -0.348 1.594 -0.455 0.17
C -0.464 -3.434 1.862 -0.12
C 0.932 -3.732 1.797 -0.13
C 0.686 -1.641 2.730 -0.12
C -0.616 -2.136 2.424 -0.12
C 1.639 -2.632 2.348 -0.13
C -1.573 -4.325 1.485 0.01
H -1.189 -5.177 0.918 0.08
H -2.325 -3.802 0.875 0.08
H -2.081 -4.714 2.382 0.12
C -1.880 -1.425 2.704 0.02
H -2.723 -1.946 2.235 0.09
H -1.862 -0.389 2.335 0.08
H -2.089 -1.375 3.786 0.12
C 0.955 -0.344 3.368 0.02
H 0.556 -0.344 4.394 0.12
H 0.469 0.477 2.822 0.08
H 2.031 -0.143 3.431 0.09
C 3.105 -2.540 2.524 0.00
H 3.422 -2.846 3.534 0.12
H 3.439 -1.505 2.375 0.09
H 3.633 -3.182 1.807 0.09
C 1.533 -4.973 1.274 0.00
H 1.705 -5.712 2.073 0.12
H 2.504 -4.745 0.816 0.09
H 0.885 -5.434 0.519 0.09
C -1.292 1.635 -2.028 -0.24
C -1.455 0.265 -1.700 -0.16
C -0.472 -0.882 -1.859 -0.19
C 0.617 -0.899 -0.768 -0.17
C 1.105 0.503 -0.448 -0.25
C 1.679 1.378 -1.559 -0.34
C 1.054 2.199 -2.802 -0.13
C -0.446 2.054 -3.205 -0.15
H 0.027 -0.962 -2.840 0.13
H 1.442 -1.609 -0.979 0.12
H -1.113 -1.782 -1.772 0.05
H -0.551 1.373 -4.075 0.13
H -2.183 2.250 -1.874 0.13
H -2.503 -0.197 -1.859 0.00
H -0.822 3.035 -3.546 0.12
H 1.266 3.272 -2.661 0.11
H 2.186 0.602 -2.162 0.11
H 1.628 1.924 -3.707 0.10
H 0.177 -1.285 0.167 0.09
H 1.729 0.520 0.450 0.11
P -3.730 -1.849 -1.773 0.86
C -4.711 -0.451 -1.059 -0.40
C -4.470 -1.849 -3.468 -0.40
P 4.506 1.936 -1.624 0.87
C 2.812 2.262 -0.958 -0.36
C 4.571 0.087 -1.719 -0.30
C 4.357 2.324 -3.409 -0.30
H -4.125 -0.090 -0.187 0.01
H -5.660 -0.890 -0.688 0.03
H -4.856 0.414 -1.737 0.05
H -4.359 -0.887 -4.001 0.04
H -5.521 -2.201 -3.417 0.03
H -3.882 -2.625 -4.015 0.02
H 4.551 1.414 -3.988 0.03
H 5.171 3.036 -3.600 0.03
H 3.408 2.787 -3.698 0.02
H 2.633 3.336 -1.091 0.08
H 2.962 2.070 0.114 0.06
H 5.571 -0.175 -1.344 0.02
H 4.483 -0.295 -2.747 0.04
H 3.824 -0.359 -1.050 0.02
C -0.264 3.451 2.881 0.04
C -1.237 2.824 1.903 -0.38
O -0.833 1.636 1.273 -0.05
C -2.628 2.543 2.580 -0.48
F -3.321 3.649 2.979 0.16
F -3.435 1.859 1.726 0.14
F -2.423 1.761 3.682 0.13
C -1.464 3.891 0.809 -0.41
F -1.366 5.168 1.205 0.19
F -0.361 3.690 -0.110 0.13
F -2.570 3.772 0.021 0.17
H -0.068 2.745 3.685 0.10
H -0.655 4.379 3.318 0.11
H 0.672 3.669 2.371 0.11
```

## Properties
LUMO level (alpha / beta), eV: -5.71 / -5.65
F_max, eV/A: 4.40
Net charge: +1



C27H44Br15O3S as an isolated structure, computed with ωB97M-V/def2-TZVPD.

```
90
Properties=species:S:1:pos:R:3:lowdin_charge:R:1
C -0.215 1.048 -2.762 -0.10
C -1.528 1.526 -3.450 -0.54
C -2.198 2.629 -2.611 -0.05
C -1.120 2.188 -4.810 -0.06
C -2.385 0.258 -3.800 -0.11
C -3.796 0.110 -3.192 -0.45
C -4.843 1.131 -3.751 -0.04
C -4.333 -1.285 -3.697 -0.05
C -3.821 0.003 -1.650 -0.18
C -4.553 0.845 -0.825 -0.02
C -4.560 0.746 0.580 -0.13
C -3.734 -0.265 1.126 -0.39
O -3.590 -0.428 2.514 -0.27
C -2.214 -0.148 2.844 -0.21
C -2.108 0.442 4.265 -0.13
O -0.890 1.156 4.519 -0.11
C 0.217 0.619 3.862 -0.30
C 1.538 1.143 4.517 -0.30
S 2.888 0.796 3.336 0.93
C 3.594 -0.869 3.693 -0.32
C 5.140 -0.826 3.830 -0.22
C 5.847 -1.856 2.906 -0.18
C 7.175 -2.342 3.512 -0.26
O 8.234 -1.399 3.351 -0.06
C -2.997 -1.147 0.321 -0.06
C -3.059 -0.993 -1.050 -0.02
H 0.176 0.234 -3.388 0.02
H 0.491 1.882 -2.674 0.04
H -0.458 0.591 -1.787 0.08
H -1.465 3.452 -2.521 0.09
H -3.097 3.067 -3.053 0.08
H -2.347 2.259 -1.586 0.08
H -1.971 2.803 -5.150 0.09
H -0.849 1.453 -5.575 0.05
H -0.310 2.914 -4.624 0.08
H -1.793 -0.630 -3.520 0.11
H -2.489 0.198 -4.896 0.12
H -4.951 2.021 -3.127 0.05
H -4.462 1.435 -4.741 0.09
H -5.809 0.645 -3.930 0.09
H -5.317 -1.505 -3.265 0.09
H -4.331 -1.276 -4.795 0.09
H -3.641 -2.073 -3.364 0.07
H -5.170 1.639 -1.243 0.11
H -5.148 1.466 1.137 0.06
H -1.654 -1.097 2.828 0.06
H -1.825 0.568 2.107 0.14
H -2.926 1.170 4.367 0.14
H -2.273 -0.344 5.020 0.13
H 0.250 0.965 2.810 0.11
H 0.248 -0.484 3.919 0.13
H 1.736 0.686 5.492 0.12
H 1.405 2.230 4.609 0.09
H 2.312 0.668 2.110 0.05
H 3.271 -1.539 2.884 0.10
H 3.131 -1.264 4.609 0.11
H 5.525 0.188 3.651 0.10
H 5.392 -1.085 4.867 0.12
H 6.081 -1.421 1.920 0.12
H 5.198 -2.727 2.725 0.12
H 7.492 -3.297 3.065 0.12
H 7.079 -2.494 4.600 0.12
H 7.989 -0.721 2.711 0.08
H -2.384 -1.930 0.795 0.01
H -2.476 -1.656 -1.693 0.12
C 4.925 4.986 3.068 -1.60
Br 4.623 6.160 4.563 0.61
Br 6.797 4.763 2.690 0.61
Br 4.050 3.266 3.319 0.60
H 4.473 5.448 2.200 -0.02
C -2.664 -4.327 4.117 -1.59
Br -2.793 -6.239 3.943 0.61
Br -1.011 -3.794 4.972 0.55
Br -2.903 -3.427 2.429 0.77
H -3.471 -4.009 4.764 -0.02
C -7.824 -0.844 3.373 -1.58
Br -7.816 -2.751 3.677 0.57
Br -8.080 0.140 5.014 0.57
Br -6.234 -0.270 2.431 0.88
H -8.673 -0.628 2.738 -0.03
C 2.867 0.660 -5.763 -1.61
Br 1.489 -0.683 -5.891 0.60
Br 3.099 1.292 -3.953 0.60
Br 4.530 0.044 -6.514 0.58
H 2.544 1.506 -6.356 -0.02
C 7.628 -2.270 -7.926 -1.65
Br 8.251 -3.878 -7.064 0.57
Br 8.347 -0.687 -7.087 0.54
Br 7.974 -2.293 -9.820 0.58
H 6.554 -2.238 -7.799 -0.06
```

## Properties
LUMO level, eV: -3.33
F_max, eV/A: 2.40
Net charge: +1



C27H44BrNOP2SSr as an isolated structure, computed with ωB97M-V/def2-TZVPD.

```
78
Properties=species:S:1:pos:R:3:lowdin_charge:R:1
C 5.231 -4.503 -0.255 0.01
C 4.318 -3.709 -0.971 -0.22
C 3.946 -4.151 -2.255 -0.02
C 4.396 -5.393 -2.713 -0.10
N 5.192 -6.193 -1.990 0.09
C 5.634 -5.734 -0.819 -0.10
C 3.550 -2.614 -0.350 -0.02
C 2.539 -2.233 0.284 -0.12
C 1.169 -2.069 0.707 -0.26
C 0.805 -1.871 2.058 -0.03
C -0.450 -1.357 2.385 -0.08
C -1.358 -0.932 1.376 -0.31
C -1.110 -1.483 0.085 -0.12
C 0.106 -2.074 -0.235 -0.04
Sr 2.994 -0.096 -0.852 1.45
P -2.812 0.123 1.808 1.03
H 3.239 -3.585 -2.856 0.11
H 5.569 -4.239 0.747 0.12
H 4.091 -5.749 -3.696 0.12
H 6.345 -6.350 -0.265 0.12
H 0.283 -2.558 -1.204 0.14
H 1.531 -2.116 2.840 0.14
H -1.830 -1.385 -0.732 0.11
H -0.728 -1.266 3.439 0.12
C -2.688 1.941 1.909 -0.32
C -3.974 2.710 1.556 -0.11
H -1.870 2.234 1.230 0.00
H -2.326 2.194 2.917 0.10
H -3.783 3.786 1.597 0.09
H -4.328 2.523 0.533 0.07
H -4.814 2.520 2.236 0.07
C -4.004 -0.114 0.509 -0.33
C -4.408 -1.565 0.238 -0.10
H -3.584 0.343 -0.399 0.10
H -4.905 0.474 0.728 0.10
H -5.321 -1.557 -0.376 0.10
H -3.627 -2.102 -0.322 0.06
H -4.621 -2.120 1.160 0.08
C -3.365 -0.467 3.423 -0.33
C -4.702 0.033 3.965 -0.10
H -2.567 -0.159 4.114 0.10
H -3.344 -1.567 3.410 0.11
H -4.842 -0.350 4.985 0.09
H -4.744 1.127 4.041 0.07
H -5.562 -0.324 3.389 0.09
Br 0.230 1.338 0.115 0.33
P -0.053 2.211 -3.367 0.95
C -1.574 1.760 -2.451 -0.51
C -2.827 2.465 -2.960 -0.16
H -1.378 2.010 -1.389 -0.07
H -1.698 0.669 -2.508 0.07
H -3.710 2.103 -2.420 0.06
H -2.789 3.552 -2.832 0.07
H -2.987 2.262 -4.024 0.07
C 0.637 3.614 -2.416 -0.46
C 1.334 4.622 -3.330 -0.17
H 1.290 3.236 -1.622 0.01
H -0.215 4.105 -1.937 0.08
H 1.773 5.419 -2.725 0.07
H 2.132 4.202 -3.950 0.06
H 0.595 5.068 -4.007 0.07
C 1.046 0.771 -3.245 -0.53
C 0.861 -0.090 -4.506 -0.17
H 0.767 0.217 -2.332 -0.03
H 2.080 1.161 -3.207 0.06
H 1.621 -0.882 -4.538 0.06
H -0.127 -0.571 -4.544 0.08
H 0.957 0.510 -5.423 0.08
C 4.479 1.646 3.688 -0.23
S 3.611 0.295 2.858 0.92
C 1.965 0.960 3.156 -0.27
O 3.885 0.488 1.346 -0.75
H 4.034 1.761 4.681 0.07
H 4.396 2.569 3.104 0.08
H 5.521 1.322 3.772 0.06
H 1.585 1.479 2.253 -0.03
H 1.324 0.092 3.350 0.01
H 1.964 1.615 4.031 0.06
```

## Properties
LUMO level, eV: -7.06
F_max, eV/A: 4.05
Net charge: +2
ΔE to the lowest compared entry with this formula, charge and spin, eV: 1.185



Q: Among the records above, which one has the highest net charge?
A: C27H44BrNOP2SSr



Q: The highest net charge belongs to which entry?
A: C27H44BrNOP2SSr



Q: Which value of F_max does entry 1 give?
A: 4.40 eV/A



Please write out number 1 again, unchanged.
C27H44AlF6OP2 as an isolated structure, computed with ωB97M-V/def2-TZVPD.

```
81
Properties=species:S:1:pos:R:3:lowdin_charge:R:1
Al -0.348 1.594 -0.455 0.17
C -0.464 -3.434 1.862 -0.12
C 0.932 -3.732 1.797 -0.13
C 0.686 -1.641 2.730 -0.12
C -0.616 -2.136 2.424 -0.12
C 1.639 -2.632 2.348 -0.13
C -1.573 -4.325 1.485 0.01
H -1.189 -5.177 0.918 0.08
H -2.325 -3.802 0.875 0.08
H -2.081 -4.714 2.382 0.12
C -1.880 -1.425 2.704 0.02
H -2.723 -1.946 2.235 0.09
H -1.862 -0.389 2.335 0.08
H -2.089 -1.375 3.786 0.12
C 0.955 -0.344 3.368 0.02
H 0.556 -0.344 4.394 0.12
H 0.469 0.477 2.822 0.08
H 2.031 -0.143 3.431 0.09
C 3.105 -2.540 2.524 0.00
H 3.422 -2.846 3.534 0.12
H 3.439 -1.505 2.375 0.09
H 3.633 -3.182 1.807 0.09
C 1.533 -4.973 1.274 0.00
H 1.705 -5.712 2.073 0.12
H 2.504 -4.745 0.816 0.09
H 0.885 -5.434 0.519 0.09
C -1.292 1.635 -2.028 -0.24
C -1.455 0.265 -1.700 -0.16
C -0.472 -0.882 -1.859 -0.19
C 0.617 -0.899 -0.768 -0.17
C 1.105 0.503 -0.448 -0.25
C 1.679 1.378 -1.559 -0.34
C 1.054 2.199 -2.802 -0.13
C -0.446 2.054 -3.205 -0.15
H 0.027 -0.962 -2.840 0.13
H 1.442 -1.609 -0.979 0.12
H -1.113 -1.782 -1.772 0.05
H -0.551 1.373 -4.075 0.13
H -2.183 2.250 -1.874 0.13
H -2.503 -0.197 -1.859 0.00
H -0.822 3.035 -3.546 0.12
H 1.266 3.272 -2.661 0.11
H 2.186 0.602 -2.162 0.11
H 1.628 1.924 -3.707 0.10
H 0.177 -1.285 0.167 0.09
H 1.729 0.520 0.450 0.11
P -3.730 -1.849 -1.773 0.86
C -4.711 -0.451 -1.059 -0.40
C -4.470 -1.849 -3.468 -0.40
P 4.506 1.936 -1.624 0.87
C 2.812 2.262 -0.958 -0.36
C 4.571 0.087 -1.719 -0.30
C 4.357 2.324 -3.409 -0.30
H -4.125 -0.090 -0.187 0.01
H -5.660 -0.890 -0.688 0.03
H -4.856 0.414 -1.737 0.05
H -4.359 -0.887 -4.001 0.04
H -5.521 -2.201 -3.417 0.03
H -3.882 -2.625 -4.015 0.02
H 4.551 1.414 -3.988 0.03
H 5.171 3.036 -3.600 0.03
H 3.408 2.787 -3.698 0.02
H 2.633 3.336 -1.091 0.08
H 2.962 2.070 0.114 0.06
H 5.571 -0.175 -1.344 0.02
H 4.483 -0.295 -2.747 0.04
H 3.824 -0.359 -1.050 0.02
C -0.264 3.451 2.881 0.04
C -1.237 2.824 1.903 -0.38
O -0.833 1.636 1.273 -0.05
C -2.628 2.543 2.580 -0.48
F -3.321 3.649 2.979 0.16
F -3.435 1.859 1.726 0.14
F -2.423 1.761 3.682 0.13
C -1.464 3.891 0.809 -0.41
F -1.366 5.168 1.205 0.19
F -0.361 3.690 -0.110 0.13
F -2.570 3.772 0.021 0.17
H -0.068 2.745 3.685 0.10
H -0.655 4.379 3.318 0.11
H 0.672 3.669 2.371 0.11
```

## Properties
LUMO level (alpha / beta), eV: -5.71 / -5.65
F_max, eV/A: 4.40
Net charge: +1